Computed, not measured: a cluster of 3 separate species, C13H28O4P2S in total at a distorted geometry, with ωB97M-V with the def2-TZVPD basis set.

Computed properties:
- SMILES string = CC(=O)OCCCP[PH2]=S.C1CCOC1.C1CCOC1
- lowest unoccupied orbital energy (eV) = 0.3788
- highest occupied orbital energy (eV) = -8.376
- total charge = 0

```
48
Properties=species:S:1:pos:R:3:forces:R:3:nbo_charge:R:1
C -0.104302 -1.011332 -2.483744 1.305 0.057 0.431 -0.75
C 1.044643 -2.098180 -1.963863 1.665 -3.790 -3.339 0.80
O 1.563912 -3.049570 -2.785773 -3.301 6.423 5.838 -0.57
O 1.489676 -1.909635 -0.551075 0.473 0.695 -3.872 -0.58
C 2.883098 -1.371896 -0.691484 1.799 -1.568 0.313 -0.11
C 3.460292 -0.740589 0.707328 0.280 0.186 -0.524 -0.43
C 3.263999 0.878443 0.874643 1.516 0.266 0.723 -0.70
P 1.786752 1.621240 -0.080795 -1.170 -0.467 1.556 0.18
P 2.312125 2.130258 -2.152016 0.873 1.131 -0.334 0.50
S 4.199420 2.536561 -2.422666 0.098 -0.249 -0.180 -0.59
H 0.084248 -0.873178 -3.642118 -0.597 -0.431 2.468 0.25
H -1.194081 -1.364283 -2.234189 2.257 0.505 -0.519 0.27
H 0.114236 0.010967 -1.907592 -0.607 -2.363 -1.195 0.24
H 2.985374 -0.677816 -1.630155 -0.250 -0.969 1.917 0.19
H 3.546409 -2.335069 -0.928825 -1.334 2.196 0.389 0.22
H 4.638308 -0.931942 0.700686 -2.670 0.296 0.034 0.24
H 2.995369 -1.294519 1.633956 0.838 0.993 -2.020 0.24
H 3.099056 1.074219 2.040320 0.134 -0.105 -2.659 0.26
H 4.247634 1.464075 0.558270 -1.975 -1.348 0.645 0.26
H 1.571823 2.930863 0.550090 0.642 -0.825 -0.833 0.06
H 1.509310 3.314687 -2.486396 0.073 -1.301 0.377 0.03
H 1.815306 1.050677 -2.993540 0.013 0.808 0.729 0.00
C -2.010947 -5.567972 0.694169 -0.195 -0.595 -0.168 -0.43
C -0.768666 -4.716667 0.641714 0.553 0.148 0.350 -0.43
C -1.176619 -3.619634 -0.317312 -0.050 0.272 -0.325 -0.08
O -2.591766 -3.440779 -0.167325 0.125 -0.267 0.130 -0.54
C -3.109305 -4.530943 0.607871 -0.336 0.296 0.104 -0.07
H -2.080625 -6.189062 1.590759 -0.026 0.074 -0.103 0.22
H -2.047742 -6.225274 -0.182721 -0.022 0.036 0.123 0.20
H -0.568430 -4.291542 1.632297 0.037 -0.026 -0.115 0.20
H 0.122619 -5.258733 0.315692 -0.096 0.114 0.015 0.22
H -0.984506 -3.908095 -1.356180 0.113 -0.043 -0.008 0.17
H -0.662845 -2.675032 -0.116745 -0.232 -0.122 0.056 0.19
H -3.367022 -4.142879 1.599346 -0.058 -0.089 0.027 0.16
H -4.017290 -4.919082 0.138189 0.057 0.142 -0.008 0.18
C -2.660131 3.954069 1.157906 -0.232 -0.637 0.009 -0.43
C -2.339736 5.064220 2.125195 -0.288 0.518 0.262 -0.43
C -0.844210 5.214622 1.950785 0.442 0.015 0.094 -0.07
O -0.545344 4.856654 0.594443 -0.246 -0.110 0.136 -0.54
C -1.706149 4.241178 0.019155 0.128 0.179 -0.397 -0.07
H -3.706419 3.934072 0.842691 0.138 -0.012 0.008 0.22
H -2.419576 2.985347 1.611832 -0.064 0.075 -0.086 0.20
H -2.846669 5.985145 1.813757 0.057 -0.079 0.087 0.20
H -2.629271 4.846428 3.156335 0.062 0.041 -0.116 0.22
H -0.296653 4.528713 2.605825 -0.017 0.051 0.102 0.16
H -0.499718 6.234087 2.146943 0.054 -0.122 -0.109 0.19
H -2.141398 4.950137 -0.693563 -0.055 -0.080 -0.041 0.17
H -1.414189 3.337037 -0.522120 0.088 0.084 0.030 0.18
```
Positions in Å, forces in eV/Å.



Computed, not measured: an isolated molecule of C4H8N2O at a distorted geometry, with ωB97M-V with the def2-TZVPD basis set.

Computed properties:
- relative energy (zero: lowest compared OMol25 entry of this formula, charge and spin) (eV) = 4.780
- SMILES string = CN1C[C@H](C=O)N1
- lowest unoccupied orbital energy (eV) = 0.7278
- highest occupied orbital energy (eV) = -8.811
- total charge = 0

```
15
Properties=species:S:1:pos:R:3:forces:R:3:nbo_charge:R:1
C 2.234121 0.007433 0.002934 -1.823 -1.101 -0.490 -0.46
N 0.862750 0.119206 -0.553323 0.198 1.572 0.788 -0.28
C -0.031844 -0.890635 -0.150349 -3.427 -2.970 -0.276 -0.22
C -0.943574 0.134648 0.548513 -0.171 -1.664 2.538 -0.20
C -2.268375 0.262459 -0.161208 -1.413 1.698 -1.579 0.45
O -3.242966 -0.462562 -0.155917 1.822 0.803 0.435 -0.51
N 0.086136 1.111316 0.276795 0.561 0.438 -0.745 -0.46
H 2.339984 -1.056638 0.394460 0.249 1.486 -0.093 0.19
H 2.754054 0.090483 -0.943898 1.505 0.538 0.732 0.22
H 2.165741 0.808352 0.768983 1.462 -0.580 -0.447 0.24
H 0.184574 -1.778859 0.471518 1.019 0.745 0.143 0.20
H -0.567713 -1.396147 -0.982814 0.337 0.414 -0.014 0.19
H -0.995803 -0.038925 1.701357 -0.619 0.239 -2.011 0.22
H -2.282069 1.257818 -0.892433 0.057 -1.899 1.358 0.07
H -0.295013 1.832046 -0.324623 0.243 0.283 -0.338 0.35
```
Positions in Å, forces in eV/Å.